Computed, not measured: a structure of composition AlI2O2V, with the ωB97M-V functional and the def2-TZVPD basis.

## Properties
HOMO-LUMO gap = 4.21 eV
HOMO energy = -0.6828 Ha
LUMO = -14.4 eV
M = 363.7 g/mol
Multiplicity = 1
Largest force on an atom = 12.11 eV/A
Total charge = +2

CARTESIAN COORDINATES (ANGSTROEM)
Al 1.00982 -0.93241 -2.46997
O 1.31816 0.72893 1.08060
V -0.13378 0.17057 0.69523
O -0.03396 -0.35289 -0.85659
I -1.26182 1.93842 0.00252
I -0.89842 -1.55263 1.54820

=====

Computed, not measured: a structure of composition ArH24O12, with the ωB97M-V functional and the def2-TZVPD basis.

## Properties
HOMO-LUMO gap = 10.67 eV
HOMO energy = -0.3885 Ha
LUMO = 0.1 eV
M = 256.1 g/mol
Multiplicity = 1
Largest force on an atom = 0.92 eV/A
Total charge = 0

CARTESIAN COORDINATES (ANGSTROEM)
Ar -0.02998 -0.13434 -0.15603
O -3.30042 1.05676 -0.39061
H -3.35418 0.38976 0.29384
H -4.17638 1.07628 -0.77600
O -0.20868 -3.88900 -1.25293
H 0.26983 -3.92480 -0.42470
H 0.41497 -3.51336 -1.87436
O -1.99965 0.93077 -2.95151
H -2.31746 0.66468 -2.08871
H -2.60387 1.61983 -3.22782
O 1.42954 -2.85654 -3.34975
H 2.15140 -3.14650 -3.90750
H 1.67154 -1.96870 -3.08627
O 2.51537 -0.02859 -3.03808
H 1.89126 0.64285 -3.31354
H 2.83713 0.27640 -2.18973
O 1.41382 -1.72195 3.57514
H 1.76634 -2.31118 4.24206
H 1.95166 -1.88688 2.80070
O -3.60983 -1.19975 1.54127
H -2.86991 -1.62859 1.97120
H -4.19004 -1.91805 1.28904
O -1.25068 1.69953 2.84878
H -1.79815 2.45017 3.07913
H -0.66517 1.59058 3.59814
O -2.64761 3.67675 0.12521
H -2.72695 2.72874 0.01932
H -1.74665 3.87240 -0.13213
O 3.16004 0.80238 -0.39518
H 3.93728 0.88524 0.15733
H 2.63826 1.57909 -0.19341
O 3.20805 -1.66446 1.57384
H 3.13825 -0.78235 1.20884
H 3.66174 -2.16850 0.89832
O 0.84581 2.92362 1.31108
H 0.53392 3.31597 0.49560
H 0.05936 2.56173 1.71945

=====

Computed, not measured: a structure of composition ArH26O13, with the ωB97M-V functional and the def2-TZVPD basis.

## Properties
HOMO-LUMO gap = 10.66 eV
HOMO energy = -0.3896 Ha
LUMO = 0.1 eV
M = 274.1 g/mol
Multiplicity = 1
Largest force on an atom = 0.90 eV/A
Total charge = 0

CARTESIAN COORDINATES (ANGSTROEM)
Ar 0.14966 -0.46199 0.46929
O 1.42445 3.17613 2.73644
H 0.57316 3.00213 2.33489
H 1.79979 3.88024 2.20769
O 2.42176 -1.75957 -2.66333
H 2.08066 -0.86742 -2.72621
H 3.07657 -1.71758 -1.96640
O 4.01217 -1.12351 -0.48152
H 3.52362 -0.45529 -0.00086
H 4.60300 -0.62761 -1.04830
O 1.60142 1.93024 -1.43089
H 1.77232 2.44517 -2.21947
H 1.08401 1.18573 -1.73787
O -2.63806 -1.05285 -0.55592
H -3.03942 -1.83099 -0.16908
H -1.70141 -1.15769 -0.38881
O -1.02197 -2.75339 -2.44084
H -1.82792 -2.99623 -1.98509
H -1.01130 -3.30751 -3.22127
O -2.16974 -0.33009 4.28583
H -2.43592 -1.12754 4.74350
H -2.50618 -0.44015 3.39649
O -3.10701 1.06717 1.68130
H -2.71052 0.62133 0.93280
H -2.73368 1.94834 1.66109
O -3.68187 1.34395 -1.41540
H -4.58743 1.22181 -1.13032
H -3.20507 0.61470 -1.01905
O -0.60606 2.52440 0.41478
H 0.26397 2.42213 0.02901
H -0.94937 3.32748 0.02307
O -0.19338 0.00105 -2.73809
H -0.37678 -0.92814 -2.59951
H -0.09346 0.08716 -3.68615
O 0.49804 -4.08963 1.66000
H 0.77469 -3.41218 2.27706
H 1.04515 -3.94840 0.88737
O 3.28461 1.04344 1.60200
H 2.71969 1.72289 1.97002
H 3.88774 0.82243 2.31166

=====

Computed, not measured: a structure of composition ArH28O14, with the ωB97M-V functional and the def2-TZVPD basis.

## Properties
HOMO-LUMO gap = 10.53 eV
HOMO energy = -0.3859 Ha
LUMO = 0.0 eV
M = 292.2 g/mol
Multiplicity = 1
Largest force on an atom = 1.21 eV/A
Total charge = 0

CARTESIAN COORDINATES (ANGSTROEM)
Ar -0.54346 -0.15605 -0.07993
O -0.62466 -3.50940 1.54067
H -1.23444 -2.77208 1.51317
H -0.86753 -3.99236 2.33059
O -1.76239 1.53139 -2.83615
H -1.66041 1.61017 -3.78465
H -1.26279 2.26574 -2.47925
O 2.61041 1.99001 -1.83659
H 2.96060 2.75197 -1.37505
H 2.62891 1.28681 -1.18743
O 1.42057 -2.61173 -1.84372
H 1.73709 -3.34631 -2.36950
H 0.96435 -2.04827 -2.46870
O 3.22954 -0.27106 0.16539
H 3.98204 -0.66534 -0.27564
H 2.73536 -1.01552 0.50861
O 0.79431 -0.74756 2.87738
H 0.92425 -1.28317 3.65997
H 1.18515 -1.25899 2.16891
O -0.32015 -0.75350 -3.38283
H -0.78735 -0.01163 -2.99864
H -1.00791 -1.29763 -3.76642
O 2.38131 1.84871 2.19528
H 2.17229 0.91703 2.26237
H 3.14113 1.88298 1.61413
O -3.79864 0.23161 -1.66880
H -3.65498 -0.70412 -1.52738
H -2.99002 0.53936 -2.07827
O -0.24090 3.55403 -0.83970
H 0.49966 4.10120 -0.57815
H -1.01367 4.06505 -0.59902
O 2.00574 -2.55076 0.98701
H 1.84876 -2.69707 0.05417
H 1.26600 -2.97278 1.42394
O -0.19877 2.43863 1.54600
H -0.22417 2.77650 0.65077
H 0.73389 2.36365 1.74784
O -2.89884 -1.90477 1.85783
H -2.96069 -0.95336 1.94275
H -3.29629 -2.09622 1.00835
O -2.68163 0.81304 2.15349
H -3.29293 1.28852 1.59096
H -1.89874 1.36331 2.17622

=====

Computed, not measured: a structure of composition As2S8Tc, with the ωB97M-V functional and the def2-TZVPD basis.

## Properties
HOMO-LUMO gap = 5.66 eV
HOMO energy = -0.4862 Ha
LUMO = -7.6 eV
M = 504.4 g/mol
Multiplicity = 1
Largest force on an atom = 0.94 eV/A
Total charge = +1

CARTESIAN COORDINATES (ANGSTROEM)
Tc 0.09059 0.34317 0.40875
S 3.28757 2.60025 -1.78184
As 1.61525 1.58781 -2.15656
S 0.21711 2.39480 0.15555
S 1.63575 -0.42797 -0.90670
S 0.27919 1.45397 -3.61578
S -3.00208 -1.51878 3.07005
As -1.73291 -2.03355 1.62564
S 0.34243 -0.27512 2.36926
S -1.86408 -0.43693 -0.12352
S -0.86882 -3.68766 0.95515

=====

Computed, not measured: a structure of composition As5F30Hg, with the ωB97M-V functional and the def2-TZVPD basis.

## Properties
HOMO-LUMO gap = 11.14 eV
HOMO energy = -0.1875 Ha
LUMO = 6.0 eV
M = 1145.1 g/mol
Multiplicity = 1
Largest force on an atom = 3.13 eV/A
Total charge = -3

CARTESIAN COORDINATES (ANGSTROEM)
Hg -0.14751 -0.12599 0.02475
As -2.87037 -0.35848 2.42439
F -1.11731 0.23913 2.45832
F -2.19403 -1.31810 1.06591
F -4.59359 -0.89988 2.14350
F -3.32496 0.53681 3.93892
F -3.11285 1.02480 1.36921
F -2.43447 -1.74941 3.54338
As 2.24842 -2.38979 0.90805
F 2.57976 -3.14768 2.49802
F 3.43127 -1.08216 1.34002
F 1.66324 -1.57830 -0.60484
F 1.15980 -3.70015 0.48086
F 0.88344 -1.41892 1.65788
F 3.59321 -3.22125 0.14242
As -0.71725 2.42368 -2.18067
F -0.15269 2.90625 -3.83524
F -1.87708 3.78016 -2.13079
F -1.23084 1.89743 -0.53003
F 0.39532 1.00897 -1.93277
F 0.59059 3.40775 -1.54111
F -2.04190 1.44169 -3.01246
As 2.06965 2.73402 1.82948
F 0.82650 3.88325 1.07700
F 3.34218 3.26279 0.71292
F 3.22379 1.53311 2.55761
F 0.74400 2.31628 3.06462
F 1.34162 1.47847 0.70975
F 2.56322 3.96238 3.08170
As -0.64654 -2.41719 -3.06333
F 0.21152 -3.72906 -2.37931
F -2.06559 -3.23800 -2.34797
F -1.69515 -1.06884 -3.65365
F 0.79672 -1.59497 -3.72132
F -0.82505 -3.33275 -4.54837
F -0.61710 -1.46603 -1.54686